# 1
Density functional theory data (ωB97M-V/def2-TZVPD) for a structure of composition C10H20Cl2N2O2PSZr.

Computed properties:
energy relative to the best compared isomer or geometry (same formula, charge and spin): 151.1 kJ/mol
HOMO-LUMO gap: 6.6 eV
total charge: +3

The geometry in XYZ format:
```
39
C10H20Cl2N2O2PSZr, DFT ωB97M-V/def2-TZVPD
C 3.400 2.539 -4.612
C 2.471 2.225 -3.473
H 4.345 2.003 -4.471
H 3.610 3.615 -4.686
H 2.951 2.213 -5.564
O 2.555 1.301 -2.679
Cl 1.119 3.339 -3.364
Zr -0.071 0.778 -0.557
P -0.740 -1.524 -1.430
C -0.347 -3.232 -0.957
C -2.546 -1.638 -1.590
H -0.186 -0.375 -3.507
H -0.614 -2.099 -3.740
H 0.992 -1.630 -3.103
C -0.077 -1.388 -3.104
H -2.974 -0.674 -1.875
H -2.772 -2.386 -2.359
H -0.797 -3.937 -1.682
H -0.750 -3.441 0.046
H -2.997 -1.924 -0.633
H 0.740 -3.392 -0.920
C 1.000 -0.821 0.609
O 1.300 -1.700 1.317
Cl -1.824 1.646 -1.971
S -1.657 0.370 1.247
C -1.124 0.511 2.951
N -1.332 -0.515 3.782
C -0.711 -0.601 5.107
C -0.565 0.793 5.700
C -0.042 1.845 4.735
N -0.603 1.654 3.399
H -1.690 -1.362 3.354
H 0.274 -1.083 5.028
H -1.352 -1.247 5.714
H 0.120 0.738 6.548
H -1.535 1.125 6.088
H 1.050 1.783 4.652
H -0.297 2.861 5.058
H -0.473 2.373 2.692
```

# 2
Density functional theory data (ωB97M-V/def2-TZVPD) for a structure of composition C10H20CrN2OP.

Computed properties:
HOMO-LUMO gap (alpha / beta): 5.5 / 6.2 eV
2S+1: 4

The geometry in XYZ format:
```
35
C10H20CrN2OP, DFT ωB97M-V/def2-TZVPD
C 1.484 0.381 -0.961
C 1.098 1.714 -1.117
C -0.213 2.216 -1.301
C -1.438 1.545 -1.098
C -1.637 0.499 -0.253
Cr 0.079 -0.103 0.165
P 1.402 -0.366 2.072
H 2.527 0.012 -1.052
H 1.866 2.492 -1.253
H -0.303 3.213 -1.750
H -2.640 0.261 0.110
H -2.304 1.950 -1.647
H 0.665 -0.370 3.302
H 2.362 0.691 2.292
H 2.293 -1.509 2.226
C -2.280 -2.430 -1.529
N -2.028 -3.355 -0.432
C -2.955 -4.471 -0.341
C -1.057 -3.070 0.466
O -0.320 -2.051 0.277
N -0.819 -3.800 1.586
C -1.182 -5.187 1.773
C 0.087 -3.261 2.584
H -2.935 -2.958 -2.229
H -1.347 -2.176 -2.047
H -2.779 -1.502 -1.199
H -2.474 -5.436 -0.593
H -3.441 -4.539 0.639
H -3.749 -4.307 -1.079
H -1.049 -5.771 0.846
H -0.508 -5.605 2.532
H -2.218 -5.293 2.139
H -0.292 -2.306 2.990
H 0.164 -3.993 3.394
H 1.089 -3.105 2.157
```

# 3
Density functional theory data (ωB97M-V/def2-TZVPD) for a structure of composition C10H20HgN5PS.

Computed properties:
HOMO-LUMO gap (alpha / beta): 8.5 / 4.8 eV
2S+1: 2
total charge: +1

The geometry in XYZ format:
```
38
C10H20HgN5PS, DFT ωB97M-V/def2-TZVPD
Hg -1.912 -1.871 -1.878
C -0.172 -1.529 3.858
N 0.225 -2.353 2.719
C 1.593 -1.980 2.331
N 1.663 -0.561 1.916
C 1.093 0.294 2.973
N -0.238 -0.087 3.514
C -1.325 0.098 2.535
P -0.885 -0.835 0.797
C -0.606 -2.482 1.575
C 0.900 -0.447 0.649
H 0.493 -1.756 4.731
H -1.171 -1.837 4.157
H 1.890 -2.661 1.511
H 2.239 -2.150 3.253
H 1.121 1.337 2.556
H 1.834 0.257 3.806
H -1.472 1.227 2.331
H -2.272 -0.262 2.906
H -0.209 -3.157 0.866
H -1.576 -2.948 1.741
H 1.030 0.607 0.206
H 1.372 -1.068 -0.110
C -0.782 0.412 -4.803
N -0.542 1.340 -3.734
C 0.825 1.892 -3.487
C 0.688 2.612 -2.152
N -0.714 2.439 -1.831
C -1.366 1.627 -2.716
S -2.977 1.152 -2.513
H -0.197 0.736 -5.707
H -1.841 0.580 -5.049
H -0.559 -0.609 -4.582
H 1.107 2.522 -4.345
H 1.479 1.035 -3.465
H 0.937 3.700 -2.356
H 1.341 2.232 -1.312
H -1.010 2.493 -0.891
```

# 4
Density functional theory data (ωB97M-V/def2-TZVPD) for a cluster of 2 separate species, C10H20N in total.

Computed properties:
energy relative to the best compared isomer or geometry (same formula, charge and spin): 365.6 kJ/mol
HOMO-LUMO gap (alpha / beta): 6.2 / 6.2 eV
total charge: +1

The geometry in XYZ format:
```
31
C10H20N, DFT ωB97M-V/def2-TZVPD
C 3.326 -1.207 1.049
C 2.640 -0.506 0.337
C 1.468 -0.358 -1.851
C 2.251 1.714 -0.554
C -2.639 -0.386 1.135
C -1.464 1.731 0.565
C -1.734 -0.181 -1.153
C -0.155 -1.766 0.845
C 2.137 0.236 -0.668
C -1.446 0.203 0.305
N -0.197 -0.349 0.741
H 3.719 -1.679 1.868
H 0.994 -1.346 -1.488
H 0.650 0.223 -2.156
H 2.186 -0.499 -2.608
H 1.414 2.167 -0.006
H 3.098 2.016 -0.005
H 2.506 2.178 -1.478
H -3.510 0.251 1.081
H -2.911 -1.426 0.695
H -2.553 -0.496 2.250
H -0.873 2.300 -0.134
H -1.127 1.858 1.510
H -2.415 2.125 0.500
H -0.822 -0.001 -1.717
H -2.186 -1.081 -1.280
H -2.450 0.534 -1.497
H 0.884 -2.245 0.847
H -0.674 -2.251 1.636
H -0.485 -1.923 -0.238
H 0.368 0.165 1.470
```

# 5
Density functional theory data (ωB97M-V/def2-TZVPD) for an isolated molecule of C10H20N2O2.

Computed properties:
energy relative to the best compared isomer or geometry (same formula, charge and spin): 315.0 kJ/mol
HOMO-LUMO gap: 10.0 eV

The geometry in XYZ format:
```
34
C10H20N2O2, DFT ωB97M-V/def2-TZVPD
O -0.812 -1.415 -1.662
C -0.235 -1.583 -0.569
N 1.145 -1.628 -0.725
C 2.086 -1.475 0.281
C 2.800 -0.122 0.526
C 3.872 0.192 -0.524
O 4.650 1.313 -0.021
N -0.864 -1.593 0.632
C -1.677 -0.440 1.125
C -3.194 -0.301 0.650
C -3.117 0.278 -0.748
C -2.256 1.612 -0.879
C -0.777 1.349 -0.488
C -0.915 0.883 0.928
H 1.385 -1.521 -1.705
H 2.860 -2.228 0.121
H 1.576 -1.782 1.224
H 3.180 -0.114 1.557
H 1.993 0.602 0.450
H 4.502 -0.788 -0.697
H 3.484 0.459 -1.436
H 3.968 2.006 -0.026
H -0.573 -2.270 1.266
H -1.651 -0.653 2.220
H -3.586 0.360 1.444
H -3.717 -1.242 0.501
H -4.153 0.558 -1.241
H -2.602 -0.476 -1.266
H -2.340 2.101 -1.856
H -2.860 2.395 -0.212
H -0.537 0.594 -1.236
H -0.210 2.299 -0.560
H 0.058 0.973 1.454
H -1.483 1.657 1.473
```

# 6
Density functional theory data (ωB97M-V/def2-TZVPD) for an isolated molecule of C10H20N2O3S.

Computed properties:
energy relative to the best compared isomer or geometry (same formula, charge and spin): 0.0 kJ/mol
HOMO-LUMO gap: 9.2 eV

The geometry in XYZ format:
```
36
C10H20N2O3S, DFT ωB97M-V/def2-TZVPD
C -4.216 -0.626 -0.680
C -4.062 0.516 0.317
C -3.362 1.738 -0.287
N -2.014 1.459 -0.733
C -0.992 1.441 0.174
O -1.060 1.919 1.289
N 0.156 0.867 -0.304
C 1.329 0.762 0.517
C 1.219 -0.425 1.496
C 1.044 -1.759 0.790
S -0.551 -1.869 -0.102
C -0.716 -3.678 -0.134
C 2.545 0.612 -0.379
O 2.498 0.475 -1.574
O 3.677 0.634 0.326
C 4.882 0.494 -0.417
H -3.244 -1.034 -0.950
H -4.719 -0.284 -1.582
H -4.805 -1.429 -0.243
H -5.045 0.828 0.675
H -3.480 0.175 1.175
H -3.929 2.116 -1.142
H -3.284 2.522 0.469
H -1.935 0.827 -1.514
H 0.251 0.580 -1.266
H 1.434 1.677 1.115
H 2.120 -0.458 2.111
H 0.358 -0.234 2.138
H 1.038 -2.566 1.524
H 1.843 -1.934 0.066
H -1.626 -3.901 -0.680
H 0.139 -4.113 -0.645
H -0.791 -4.059 0.881
H 4.897 -0.465 -0.939
H 5.692 0.548 0.306
H 4.969 1.296 -1.152
```

# 7
Density functional theory data (ωB97M-V/def2-TZVPD) for an isolated molecule of C10H20N2O4S.

Computed properties:
energy relative to the best compared isomer or geometry (same formula, charge and spin): 720.3 kJ/mol
HOMO-LUMO gap: 5.7 eV

The geometry in XYZ format:
```
37
C10H20N2O4S, DFT ωB97M-V/def2-TZVPD
C -0.244 -0.586 -1.863
C 0.804 -1.427 -2.574
C 0.008 0.909 -2.071
C 1.328 1.391 -1.471
C 0.434 3.716 -0.244
C -1.089 -0.470 1.940
C 0.339 -0.330 1.471
C -1.313 -0.368 3.459
C -2.564 -1.248 3.702
C -2.900 -1.838 2.319
H -0.378 -1.920 -0.324
H -1.079 -0.472 -0.012
H -1.190 -0.840 -2.381
H -0.009 1.129 -3.143
H -0.833 1.453 -1.619
H 2.163 0.961 -2.029
H 1.420 1.060 -0.433
H 0.521 4.801 -0.162
H -0.608 3.474 -0.470
H 0.711 3.270 0.716
H 1.495 -3.162 -2.642
H -1.689 -1.943 0.625
H -1.647 0.353 1.449
H -0.446 -0.769 3.989
H -1.444 0.667 3.776
H -3.403 -0.675 4.108
H -2.335 -2.046 4.414
H -3.266 -2.868 2.370
H -3.680 -1.224 1.830
H 1.870 0.711 1.709
N -0.271 -0.918 -0.442
N -1.622 -1.779 1.623
O 1.509 -1.057 -3.480
O 0.822 -2.697 -2.119
O 0.855 -0.986 0.597
O 0.982 0.671 2.104
S 1.558 3.186 -1.554
```

# 8
Density functional theory data (ωB97M-V/def2-TZVPD) for a cluster of 2 separate species, C10H20N3O in total.

Computed properties:
energy relative to the best compared isomer or geometry (same formula, charge and spin): 574.0 kJ/mol
HOMO-LUMO gap (alpha / beta): 7.5 / 8.2 eV
total charge: +1

The geometry in XYZ format:
```
34
C10H20N3O, DFT ωB97M-V/def2-TZVPD
C -1.365 -2.648 -1.190
C -0.129 -1.090 -0.232
C -0.941 -2.040 -2.537
C 0.571 -1.756 -2.420
C -1.281 -1.159 2.719
C -2.269 1.042 2.090
C 2.890 2.210 -1.738
C 0.320 1.626 0.925
C 1.765 1.759 0.333
C -1.041 0.262 2.426
N -0.904 -2.117 -0.160
N 0.778 -0.993 -1.162
N 0.081 0.391 1.622
O 1.788 1.520 -1.090
H -1.927 -3.539 -1.143
H -1.109 -2.874 -3.243
H -1.594 -1.213 -2.623
H 1.108 -2.697 -2.519
H 0.966 -1.163 -3.107
H -0.535 -1.766 2.426
H -1.700 -1.314 3.679
H -2.083 -1.489 2.097
H -3.180 0.882 2.616
H -2.511 0.589 1.135
H -2.024 2.014 1.997
H 2.621 3.290 -1.634
H 2.908 1.976 -2.802
H 3.812 1.796 -1.382
H 0.011 2.465 1.576
H -0.362 1.827 -0.080
H 2.456 0.969 0.726
H 2.122 2.783 0.572
H -0.763 0.646 3.405
H 1.522 -0.187 -1.284
```

# 9
Density functional theory data (ωB97M-V/def2-TZVPD) for an isolated molecule of C10H20N4O4.

Computed properties:
energy relative to the best compared isomer or geometry (same formula, charge and spin): 646.2 kJ/mol
HOMO-LUMO gap: 9.7 eV

The geometry in XYZ format:
```
38
C10H20N4O4, DFT ωB97M-V/def2-TZVPD
N 4.669 -1.787 0.772
C 4.873 -0.860 -0.353
C 4.488 0.622 -0.013
C 2.995 0.747 0.392
C 1.875 0.372 -0.598
C 0.531 1.041 -0.198
N -0.658 0.421 -0.753
C -1.897 0.357 -0.037
O -2.010 1.065 1.069
C -2.904 -0.596 -0.698
N -2.175 -1.818 -0.758
C -3.948 -0.932 0.329
C -5.174 0.077 0.011
N -6.232 -0.034 0.895
O -5.166 0.924 -0.867
C 0.529 2.473 -0.150
O 1.427 3.229 -0.078
O -0.738 3.055 -0.079
H 5.703 -2.054 1.407
H 4.447 -2.771 0.196
H 4.199 -1.332 -1.056
H 5.836 -1.058 -0.643
H 4.609 1.306 -0.799
H 4.961 0.978 0.980
H 2.772 1.772 0.860
H 2.852 -0.142 1.220
H 1.888 -0.767 -0.461
H 2.415 0.417 -1.808
H 0.269 0.654 0.933
H -0.561 -0.437 -1.401
H -3.392 -0.514 -1.654
H -1.679 -2.119 0.205
H -2.800 -2.689 -0.910
H -3.685 -0.940 1.415
H -4.445 -1.847 0.006
H -5.891 -0.413 1.862
H -6.475 1.070 0.788
H -1.511 2.530 -0.022
```

# 10
Density functional theory data (ωB97M-V/def2-TZVPD) for an isolated molecule of C10H20NOP.

Computed properties:
energy relative to the best compared isomer or geometry (same formula, charge and spin): 0.0 kJ/mol
HOMO-LUMO gap: 10.2 eV

The geometry in XYZ format:
```
33
C10H20NOP, DFT ωB97M-V/def2-TZVPD
C 1.345 1.384 1.426
C 1.231 1.287 -0.080
C 2.388 0.551 -0.672
C 1.179 2.648 -0.702
P -0.495 0.378 -0.445
O -1.038 0.864 -1.731
C -1.858 0.839 1.167
C -3.172 0.896 0.690
N -4.258 1.058 0.381
C -0.446 -1.476 -0.290
C -2.019 -1.768 -0.311
C 0.192 -1.980 -1.533
C 0.112 -2.074 0.939
H 0.582 1.895 1.935
H 1.322 0.384 2.052
H 2.241 1.959 1.596
H 2.182 0.228 -1.778
H 2.507 -0.373 -0.129
H 3.267 1.105 -0.615
H 1.068 2.677 -1.832
H 0.159 3.110 -0.384
H 2.056 3.276 -0.341
H -1.908 0.143 1.929
H -1.514 1.750 1.552
H -2.526 -1.997 0.705
H -2.414 -0.992 -0.998
H -2.066 -2.823 -0.857
H 0.147 -3.013 -1.639
H 1.216 -1.635 -1.570
H -0.467 -1.636 -2.455
H -0.337 -2.988 1.217
H 1.200 -2.351 0.912
H 0.123 -1.324 1.862
```

# 11
Density functional theory data (ωB97M-V/def2-TZVPD) for a structure of composition C10H20O13S3.

Computed properties:
energy relative to the best compared isomer or geometry (same formula, charge and spin): 50.4 kJ/mol
HOMO-LUMO gap: 9.5 eV

The geometry in XYZ format:
```
46
C10H20O13S3, DFT ωB97M-V/def2-TZVPD
C 2.098 0.926 -2.242
C 1.432 1.194 -0.898
C 0.981 2.640 -1.202
O 2.022 3.221 -1.982
C 2.898 2.214 -2.456
H 1.389 0.769 -3.058
H 2.711 0.022 -2.231
H 2.090 1.139 -0.036
H 0.489 0.660 -0.788
H 0.725 3.266 -0.347
H 0.133 2.627 -1.901
H 3.809 2.155 -1.838
H 3.290 2.465 -3.441
C 0.844 -1.210 3.099
C 0.365 -1.015 1.606
O -0.342 0.203 1.659
S -1.351 0.108 2.881
O -2.333 -0.908 2.670
O -1.693 1.426 3.302
O -0.132 -0.498 3.848
H 1.849 -0.805 3.179
H 0.746 -2.252 3.394
H -0.288 -1.780 1.189
H 1.248 -0.903 0.986
C -6.298 2.914 1.167
C -5.582 2.779 2.535
O -4.420 2.054 2.243
S -4.737 0.897 1.135
O -5.342 -0.284 1.694
O -3.597 0.806 0.291
O -5.903 1.790 0.398
H -5.948 3.787 0.608
H -7.373 3.064 1.256
H -6.244 2.192 3.177
H -5.391 3.766 2.939
C 4.187 -4.388 -2.497
C 3.545 -3.099 -3.089
O 2.999 -2.400 -1.978
S 2.685 -3.305 -0.737
O 1.349 -3.787 -0.778
O 3.130 -2.695 0.484
O 3.836 -4.415 -1.140
H 5.266 -4.387 -2.643
H 3.829 -5.258 -3.053
H 2.745 -3.225 -3.819
H 4.282 -2.470 -3.587
```

# 12
Density functional theory data (ωB97M-V/def2-TZVPD) for an isolated molecule of C10H20O4Si.

Computed properties:
energy relative to the best compared isomer or geometry (same formula, charge and spin): 0.0 kJ/mol
HOMO-LUMO gap: 10.6 eV

The geometry in XYZ format:
```
35
C10H20O4Si, DFT ωB97M-V/def2-TZVPD
C 1.482 -1.871 2.523
C 0.310 -1.491 2.959
C 0.190 -0.765 4.245
C -0.880 -1.557 2.064
O -1.681 -2.495 2.087
O -0.893 -0.480 1.254
C -1.928 -0.503 0.284
C -1.486 -1.419 -0.814
C -0.051 -1.110 -1.237
Si 0.546 0.692 -1.430
C 1.283 1.189 0.194
O -0.635 1.835 -1.654
C -1.582 1.701 -2.616
O 1.795 0.850 -2.533
C 2.059 2.138 -2.998
H 2.319 -1.755 3.161
H 1.623 -2.206 1.501
H -0.870 -0.785 4.526
H 0.733 -1.293 5.017
H 0.525 0.273 4.219
H -2.929 -0.756 0.694
H -1.997 0.526 -0.076
H -2.216 -1.238 -1.626
H -1.602 -2.446 -0.493
H 0.131 -1.536 -2.209
H 0.646 -1.592 -0.560
H 2.183 0.586 0.366
H 0.576 0.978 0.980
H 1.577 2.221 0.210
H -1.246 2.113 -3.572
H -1.827 0.652 -2.726
H -2.517 2.187 -2.306
H 2.525 2.042 -4.021
H 1.098 2.646 -3.082
H 2.741 2.668 -2.333
```

# 13
Density functional theory data (ωB97M-V/def2-TZVPD) for a structure of composition C10H21AlF3O.

Computed properties:
energy relative to the best compared isomer or geometry (same formula, charge and spin): 0.0 kJ/mol
HOMO-LUMO gap: 7.7 eV
total charge: -1

The geometry in XYZ format:
```
36
C10H21AlF3O, DFT ωB97M-V/def2-TZVPD
C -1.256 0.370 3.542
C -0.555 1.013 2.325
C 0.875 0.494 2.084
C 0.940 -0.542 0.960
C 2.261 -1.311 1.016
Al 0.528 0.182 -0.899
O -0.108 1.883 -0.822
C 2.172 0.236 -2.106
C 1.909 1.247 -3.254
C -0.876 -0.970 -1.810
C -2.329 -0.473 -1.600
C -3.053 -1.102 -0.430
F -4.004 -2.007 -0.840
F -2.258 -1.776 0.437
F -3.731 -0.175 0.323
H -1.345 1.088 4.355
H -0.712 -0.503 3.893
H -2.265 0.064 3.275
H -1.167 0.857 1.443
H -0.526 2.094 2.462
H 1.227 0.049 3.024
H 1.534 1.341 1.875
H 0.149 -1.267 1.195
H 2.285 -2.131 0.300
H 3.118 -0.659 0.847
H 2.404 -1.760 2.010
H 0.625 2.418 -0.529
H 2.382 -0.732 -2.559
H 3.035 0.560 -1.523
H 2.281 2.240 -3.009
H 0.838 1.373 -3.427
H 2.339 0.924 -4.203
H -0.783 -2.018 -1.527
H -0.671 -0.907 -2.881
H -2.929 -0.704 -2.478
H -2.334 0.605 -1.469
```

| no. | largest force on an atom (eV Å⁻¹) |
| --- | --- |
| 1 | 7.4 |
| 2 | 1.9 |
| 3 | 2.6 |
| 4 | 4.1 |
| 5 | 4.1 |
| 6 | 0.6 |
| 7 | 15.1 |
| 8 | 4.5 |
| 9 | 6.1 |
| 10 | 4.7 |
| 11 | 2.3 |
| 12 | 2.5 |
| 13 | 0.8 |